Below is 12 unconnected molecules or ions with the total composition C6H38NO11, with properties calculated with ωB97M-V/def2-TZVPD.

Results
net charge = +1
orbital gap = 10.8 eV
relative energy (zero: lowest compared OMol25 entry of this formula, charge and spin) = 18.3 kcal/mol

Last column: Mulliken charge in e.
Atoms and positions in Å:
H: -3.23235 -4.14299 -0.25061  0.2979
O: 2.18624 0.52863 -3.90779  -0.5776
H: -0.40836 -4.91308 -1.36813  0.3003
H: 0.34890 0.45335 1.99097  0.4700
O: 0.17979 4.10568 2.21923  -0.6153
H: 2.50403 -2.08098 -0.84577  0.4507
H: 2.53734 -0.52409 1.21685  0.2906
H: -2.07501 0.51205 2.61404  0.3249
H: -2.11395 3.21345 -1.43192  0.2830
C: -0.34521 0.68068 1.16919  0.0370
H: -0.01814 -2.53997 3.65209  0.3705
C: -0.43210 -0.54876 0.19467  -1.0160
C: -1.71008 1.09735 1.72797  -1.6418
O: 3.22998 1.12791 -0.37603  -0.5586
H: 3.99082 1.15371 0.21702  0.2724
C: 0.74937 -1.53394 0.16648  1.5860
H: 0.14473 3.21492 -2.04446  0.4457
H: -1.94351 -3.36268 0.00471  0.3312
H: -2.42491 1.33298 0.97189  0.3885
H: 1.59319 -1.23976 2.47397  0.2178
O: -3.33864 -0.53836 -2.54137  -0.5961
H: -3.93522 -0.71666 -3.26780  0.2760
H: 1.21545 1.32893 -2.64509  0.3677
H: 3.59457 0.64380 -1.12771  0.3073
H: 1.81985 -0.54155 -1.39575  -0.3729
O: 0.04066 4.05000 -1.53650  -0.6780
H: 0.77070 3.52746 2.73327  0.3157
H: -0.38137 -4.03720 3.01688  0.2997
H: 0.71627 -0.63146 5.08146  0.2400
H: 0.49586 -2.55840 0.53550  0.4919
H: -0.59651 -0.12622 -0.78282  0.2561
C: 1.57426 -1.57832 -1.13961  -1.3288
H: 2.33484 -2.28760 1.41435  0.5519
H: 2.31783 1.29310 -4.48104  0.2811
H: -0.70764 -1.09555 4.78468  0.3201
H: 0.86856 -1.96861 -1.86051  0.8171
H: -0.24166 1.12567 -3.24884  0.2720
N: 0.06131 1.89308 0.26531  0.1340
H: -0.24262 4.76158 -2.12611  0.3165
H: -3.03883 2.13945 -1.71591  0.3087
O: 0.31881 1.71885 -2.74070  -0.7087
H: -1.49926 1.96599 2.34258  0.4883
H: -3.39332 -1.16489 -1.80800  0.3114
O: -0.52810 -3.09065 3.01841  -0.6430
O: 0.13774 -0.89964 4.35680  -0.5729
H: -1.40800 -1.04714 0.36328  0.3321
O: -2.58599 2.50863 -0.93994  -0.6032
H: 0.32700 -3.59641 -1.21455  0.2813
H: -0.18012 2.79977 0.68219  0.4630
C: 1.77063 -1.28611 1.38656  -2.1875
H: 1.06561 2.03621 0.12775  0.2893
O: -2.88757 -3.24340 -0.30501  -0.6182
H: 0.76859 4.87250 2.17293  0.2932
H: 2.35242 -0.24283 -4.46292  0.2711
H: -0.44122 1.84594 -0.60753  -0.0013
O: 0.09436 -4.39443 -0.72857  -0.6321